# 1
{"formula": "C21H45OP3PmSe", "method": "wB97M-V/def2-TZVPD", "orbital_gap_ev": [4.8, 5.0], "spin_multiplicity": 5, "total_charge": 3, "elements": ["Pm", "P", "P", "P", "H", "C", "C", "H", "C", "C", "C", "C", "C", "C", "C", "C", "C", "H", "H", "H", "H", "H", "H", "H", "H", "H", "H", "H", "H", "H", "H", "H", "H", "H", "H", "H", "H", "H", "H", "H", "H", "H", "H", "H", "H", "H", "C", "C", "C", "C", "C", "C", "Se", "H", "H", "H", "H", "H", "H", "C", "C", "C", "O", "C", "H", "H", "H", "H", "H", "H", "H", "H"], "coordinates": [[0.125, -0.338, -0.127], [2.378, -0.758, 1.946], [-1.791, -1.051, 1.899], [0.255, 2.095, 1.466], [0.239, 0.491, -2.796], [0.671, 1.206, -2.070], [1.954, 1.016, -1.609], [2.542, 0.161, -1.953], [3.382, -2.289, 1.677], [2.078, -0.997, 3.759], [3.775, 0.431, 2.080], [-3.435, -0.675, 1.140], [-1.976, -2.862, 2.229], [-2.056, -0.362, 3.583], [1.324, 3.463, 0.851], [0.546, 2.334, 3.270], [-1.397, 2.884, 1.299], [0.101, 2.119, -1.927], [2.536, 1.784, -1.105], [3.706, -2.328, 0.627], [2.789, -3.184, 1.910], [4.274, -2.275, 2.325], [1.409, -1.857, 3.904], [1.615, -0.099, 4.187], [3.031, -1.194, 4.275], [4.225, 0.564, 1.089], [4.536, 0.038, 2.769], [3.422, 1.401, 2.450], [-4.285, -1.035, 1.726], [-3.494, -1.114, 0.134], [-3.546, 0.409, 0.996], [-2.890, -3.160, 2.760], [-1.118, -3.220, 2.813], [-1.950, -3.407, 1.276], [-2.925, -0.778, 4.106], [-2.190, 0.725, 3.563], [-1.183, -0.546, 4.218], [0.983, 4.425, 1.265], [1.277, 3.502, -0.242], [2.363, 3.291, 1.156], [0.309, 3.379, 3.521], [1.596, 2.141, 3.529], [-0.099, 1.667, 3.856], [-1.277, 3.925, 1.624], [-2.141, 2.383, 1.929], [-1.758, 2.859, 0.261], [-3.272, 2.067, -3.644], [-1.995, 2.083, -4.202], [-1.707, 2.788, -5.384], [-2.744, 3.445, -6.072], [-4.051, 3.375, -5.584], [-4.343, 2.687, -4.380], [-3.249, 1.236, -1.834], [-1.873, 0.407, -1.659], [-1.183, 1.573, -3.681], [-0.687, 2.809, -5.733], [-2.503, 4.003, -6.992], [-4.845, 3.869, -6.152], [-5.373, 2.642, -4.017], [1.979, -4.025, -2.173], [1.736, -4.673, -0.805], [0.755, -3.751, -0.096], [0.920, -2.409, -0.746], [1.762, -2.527, -1.998], [2.947, -4.287, -2.609], [1.211, -4.363, -2.875], [2.659, -4.716, -0.226], [1.359, -5.693, -0.905], [-0.300, -4.050, -0.190], [0.984, -3.622, 0.972], [2.679, -1.960, -1.823], [1.203, -2.076, -2.832]]}

---

# 2
{"formula": "C47H56ClGeMgN7O4P2", "method": "wB97M-V/def2-TZVPD", "orbital_gap_ev": [3.7, 3.7], "total_charge": -2, "elements": ["Mg", "C", "N", "C", "C", "N", "C", "P", "C", "N", "C", "C", "N", "C", "C", "N", "C", "C", "N", "C", "H", "H", "H", "H", "H", "H", "H", "H", "H", "H", "H", "H", "H", "H", "H", "Cl", "C", "C", "C", "P", "C", "C", "C", "C", "C", "C", "H", "H", "H", "H", "H", "H", "H", "H", "H", "H", "H", "H", "H", "H", "H", "H", "H", "H", "H", "H", "H", "O", "C", "O", "C", "C", "C", "C", "C", "C", "N", "O", "O", "H", "H", "H", "H", "C", "Ge", "C", "C", "C", "C", "C", "C", "C", "C", "C", "C", "C", "C", "C", "C", "C", "C", "C", "C", "H", "H", "H", "H", "H", "H", "H", "H", "H", "H", "H", "H", "H", "H", "H", "H"], "coordinates": [[-1.141, 0.397, -0.346], [-4.864, -1.730, 3.003], [-4.234, -0.718, 2.188], [-4.352, 0.643, 2.325], [-3.540, 1.183, 1.374], [-2.923, 0.188, 0.678], [-3.331, -0.968, 1.191], [-3.336, -2.632, 0.339], [-1.821, -3.239, 1.182], [-0.769, -2.454, 1.391], [0.300, -3.278, 1.580], [-0.078, -4.585, 1.464], [-1.426, -4.564, 1.183], [-2.302, -5.692, 1.055], [-2.777, -1.990, -1.246], [-1.698, -1.221, -1.498], [-1.500, -1.244, -2.851], [-2.419, -2.049, -3.447], [-3.218, -2.542, -2.435], [-4.357, -3.395, -2.571], [-5.327, -1.259, 3.867], [-5.620, -2.271, 2.427], [-4.119, -2.443, 3.349], [-4.998, 1.082, 3.065], [-3.357, 2.218, 1.132], [1.281, -2.882, 1.795], [0.473, -5.508, 1.543], [-1.745, -6.565, 0.716], [-2.794, -5.933, 2.002], [-3.079, -5.450, 0.324], [-0.701, -0.672, -3.296], [-2.588, -2.299, -4.481], [-4.442, -3.727, -3.604], [-4.253, -4.266, -1.912], [-5.279, -2.880, -2.283], [1.220, 0.153, 1.094], [3.690, 1.070, -1.243], [3.766, -0.456, -1.389], [5.180, -0.854, -1.810], [2.316, -0.966, -2.471], [3.078, -0.823, -4.194], [3.872, -1.992, -4.775], [1.951, -0.405, -5.147], [2.147, -2.791, -2.017], [1.264, -3.544, -3.014], [3.363, -3.635, -1.644], [4.343, 1.421, -0.438], [2.668, 1.380, -1.027], [4.006, 1.556, -2.172], [3.534, -0.901, -0.415], [5.467, -0.331, -2.725], [5.289, -1.925, -1.977], [5.895, -0.569, -1.030], [3.751, 0.037, -4.102], [3.231, -2.857, -4.943], [4.694, -2.289, -4.124], [4.298, -1.703, -5.742], [1.238, -1.223, -5.292], [2.347, -0.119, -6.125], [1.402, 0.447, -4.741], [1.546, -2.672, -1.107], [1.837, -3.878, -3.882], [0.439, -2.922, -3.356], [0.834, -4.431, -2.538], [4.017, -3.815, -2.499], [3.016, -4.606, -1.273], [3.940, -3.172, -0.843], [0.161, 1.179, -1.744], [-0.844, 1.799, -2.197], [-1.942, 1.810, -1.566], [-0.747, 2.509, -3.505], [-1.796, 2.418, -4.430], [-1.738, 3.075, -5.639], [-0.634, 3.900, -5.949], [0.431, 3.977, -5.026], [0.373, 3.277, -3.840], [-0.602, 4.618, -7.131], [0.399, 5.378, -7.372], [-1.572, 4.503, -7.959], [-2.656, 1.806, -4.182], [-2.525, 2.989, -6.373], [1.280, 4.597, -5.280], [1.195, 3.331, -3.134], [-0.023, 1.495, 1.183], [-0.041, 1.886, 3.092], [-0.472, 3.761, 3.603], [-0.204, 4.221, 4.891], [-0.343, 5.561, 5.220], [-0.735, 6.476, 4.251], [-1.008, 6.035, 2.964], [-0.881, 4.689, 2.646], [1.788, 1.704, 3.876], [2.218, 0.610, 4.622], [3.548, 0.473, 4.996], [4.479, 1.433, 4.628], [4.064, 2.540, 3.900], [2.736, 2.665, 3.525], [-1.167, 0.711, 4.220], [-0.992, -0.673, 4.162], [-1.721, -1.516, 4.988], [-2.663, -0.997, 5.866], [-2.878, 0.374, 5.904], [-2.129, 1.216, 5.091], [0.479, 2.345, 0.706], [0.130, 3.519, 5.649], [-0.132, 5.896, 6.229], [-0.820, 7.529, 4.493], [-1.309, 6.746, 2.204], [-1.091, 4.350, 1.637], [1.499, -0.145, 4.919], [3.862, -0.396, 5.565], [5.522, 1.322, 4.901], [4.784, 3.297, 3.609], [2.423, 3.529, 2.946], [-0.293, -1.095, 3.449], [-1.556, -2.588, 4.940], [-3.234, -1.657, 6.509], [-3.635, 0.785, 6.564], [-2.293, 2.288, 5.139]]}

---

# 3
{"formula": "C24H66O12", "method": "wB97M-V/def2-TZVPD", "orbital_gap_ev": 9.3, "smiles": "CC(C)O.CC(C)O.CC(C)O.CC(C)O.CC(C)O.CC(C)O.OCCO.OCCO.OCCO", "elements": ["C", "C", "C", "O", "H", "H", "H", "H", "H", "H", "H", "H", "C", "C", "C", "O", "H", "H", "H", "H", "H", "H", "H", "H", "C", "C", "C", "O", "H", "H", "H", "H", "H", "H", "H", "H", "C", "C", "C", "O", "H", "H", "H", "H", "H", "H", "H", "H", "C", "C", "C", "O", "H", "H", "H", "H", "H", "H", "H", "H", "C", "C", "C", "O", "H", "H", "H", "H", "H", "H", "H", "H", "O", "C", "C", "O", "H", "H", "H", "H", "H", "H", "O", "C", "C", "O", "H", "H", "H", "H", "H", "H", "O", "C", "C", "O", "H", "H", "H", "H", "H", "H"], "coordinates": [[-4.065, -0.142, 1.779], [-3.349, 0.513, 3.026], [-3.892, -0.375, 4.293], [-1.928, 0.268, 3.074], [-5.032, -0.625, 1.849], [-3.577, -1.019, 1.675], [-3.899, 0.523, 0.888], [-3.511, 1.611, 3.248], [-3.550, 0.131, 5.358], [-3.205, -1.265, 4.330], [-4.996, -0.760, 4.074], [-1.424, 1.048, 3.582], [-2.650, 3.797, 0.460], [-2.522, 4.337, -0.892], [-1.397, 3.742, -1.749], [-3.690, 4.058, -1.793], [-1.881, 4.127, 1.018], [-2.589, 2.653, 0.302], [-3.440, 4.204, 1.096], [-2.238, 5.328, -0.706], [-1.422, 3.854, -2.853], [-1.088, 2.711, -1.370], [-0.269, 4.021, -1.368], [-4.469, 4.156, -1.317], [2.598, 2.455, -1.862], [3.763, 1.497, -2.026], [4.963, 2.180, -1.368], [3.513, 0.403, -1.138], [2.534, 3.312, -2.534], [2.236, 2.527, -0.732], [1.782, 1.869, -2.359], [3.681, 1.220, -3.005], [5.160, 2.438, -0.091], [4.805, 3.110, -1.787], [5.919, 1.526, -1.522], [4.047, -0.340, -1.537], [-4.432, -0.809, -1.569], [-5.375, 0.213, -2.062], [-6.695, -0.148, -2.902], [-5.955, 0.820, -0.860], [-4.758, -1.534, -0.876], [-3.461, -0.490, -1.035], [-4.272, -1.263, -2.590], [-4.978, 1.063, -2.617], [-7.240, -0.700, -2.310], [-6.514, -0.714, -3.682], [-7.216, 0.754, -3.301], [-6.208, 1.857, -0.945], [3.594, -3.165, -1.846], [3.992, -2.432, -3.086], [2.866, -1.623, -3.706], [4.903, -1.599, -2.688], [2.813, -3.847, -1.758], [3.032, -2.485, -1.210], [4.457, -3.795, -1.213], [4.369, -3.223, -3.674], [3.076, -1.235, -4.582], [2.342, -1.146, -2.879], [1.956, -2.471, -3.819], [5.663, -1.960, -3.098], [5.405, -2.004, 1.637], [4.393, -2.261, 2.702], [3.491, -3.622, 2.679], [5.126, -2.477, 3.914], [4.890, -1.812, 0.683], [6.096, -2.881, 1.553], [5.831, -1.094, 1.814], [3.836, -1.386, 2.784], [4.005, -4.388, 2.528], [2.838, -3.408, 1.722], [2.938, -3.880, 3.393], [4.527, -2.252, 4.591], [2.425, 0.438, 1.373], [1.257, -0.354, 1.221], [0.382, 0.304, 0.292], [-0.794, -0.447, 0.294], [2.849, 0.276, 0.588], [1.512, -1.342, 0.927], [0.892, -0.529, 2.171], [0.637, 0.404, -0.824], [0.165, 1.331, 0.536], [-1.176, -0.123, 1.144], [-1.265, 2.755, 4.044], [-0.050, 3.264, 3.741], [1.190, 2.241, 3.798], [2.286, 2.713, 3.051], [-2.014, 3.578, 4.082], [0.016, 3.792, 2.746], [0.144, 3.886, 4.392], [0.817, 1.236, 3.472], [1.217, 1.975, 5.061], [2.655, 2.080, 2.559], [-1.328, -1.833, -2.045], [-1.488, -3.191, -1.858], [-2.083, -3.866, -3.141], [-2.031, -5.247, -2.823], [-1.122, -1.394, -1.181], [-0.630, -3.635, -1.541], [-1.994, -3.210, -0.853], [-1.385, -3.746, -3.969], [-3.028, -3.450, -3.354], [-2.351, -5.652, -3.640]]}

---

# 4
{"formula": "C15H14F2N2O2", "method": "wB97M-V/def2-TZVPD", "orbital_gap_ev": 9.1, "smiles": "CC(=O)c1c(C)[nH]c(C(=O)Nc2ccc(F)cc2F)c1C", "elements": ["C", "C", "O", "C", "C", "C", "N", "C", "C", "O", "N", "C", "C", "C", "C", "F", "C", "C", "F", "C", "C", "H", "H", "H", "H", "H", "H", "H", "H", "H", "H", "H", "H", "H", "H"], "coordinates": [[-4.479, -0.305, 0.768], [-3.402, -1.012, -0.017], [-3.592, -2.125, -0.471], [-2.129, -0.320, -0.220], [-1.109, -0.879, -0.997], [-1.074, -2.160, -1.736], [-0.068, -0.032, -0.993], [-0.367, 1.087, -0.244], [0.555, 2.203, -0.090], [0.211, 3.353, 0.101], [1.905, 1.926, -0.258], [2.623, 0.773, 0.027], [2.165, -0.240, 0.871], [2.934, -1.362, 1.118], [4.184, -1.472, 0.537], [4.932, -2.564, 0.776], [4.695, -0.477, -0.280], [3.904, 0.626, -0.518], [4.380, 1.615, -1.306], [-1.656, 0.941, 0.245], [-2.332, 1.942, 1.112], [-4.140, -0.106, 1.781], [-4.731, 0.640, 0.294], [-5.362, -0.938, 0.803], [-1.907, -2.212, -2.436], [-1.201, -2.992, -1.045], [-0.135, -2.271, -2.273], [0.784, -0.165, -1.513], [2.465, 2.756, -0.420], [1.203, -0.138, 1.347], [2.575, -2.143, 1.768], [5.676, -0.557, -0.717], [-3.246, 2.303, 0.645], [-2.590, 1.514, 2.079], [-1.672, 2.791, 1.264]]}

---

# 5
{"formula": "C5H8N", "method": "wB97M-V/def2-TZVPD", "orbital_gap_ev": 10.1, "total_charge": 1, "elements": ["C", "C", "C", "C", "C", "N", "H", "H", "H", "H", "H", "H", "H", "H"], "coordinates": [[-2.057, -2.816, -0.640], [-1.487, -1.790, -1.115], [-0.862, -0.710, -1.664], [1.993, 2.357, 1.837], [1.252, 1.523, 0.960], [0.644, 0.852, 0.259], [-1.536, 0.057, -2.048], [1.497, 2.396, 2.807], [2.997, 1.956, 1.961], [2.058, 3.361, 1.423], [-2.625, -3.508, -1.252], [-2.045, -3.095, 0.406], [-0.060, -0.977, -2.357], [-0.280, -0.146, -0.822]]}

---

# 6
{"formula": "C27H27BCl2N3O4S", "method": "wB97M-V/def2-TZVPD", "orbital_gap_ev": 1.0, "total_charge": -1, "elements": ["N", "C", "C", "C", "C", "N", "C", "O", "C", "Cl", "C", "Cl", "C", "O", "C", "C", "C", "C", "C", "B", "C", "C", "C", "C", "N", "C", "C", "C", "C", "O", "C", "C", "C", "C", "C", "C", "O", "S", "H", "H", "H", "H", "H", "H", "H", "H", "H", "H", "H", "H", "H", "H", "H", "H", "H", "H", "H", "H", "H", "H", "H", "H", "H", "H", "H"], "coordinates": [[-3.655, -1.335, 3.804], [-2.752, -1.994, 3.393], [-1.715, -2.766, 2.885], [-1.133, -2.801, 1.570], [-1.211, -2.078, 0.334], [0.239, -0.411, 2.395], [-0.310, -3.977, 1.960], [1.215, -3.885, 0.030], [0.690, -4.536, 1.066], [1.253, -6.103, 1.415], [-4.199, -5.407, 1.151], [-3.835, -6.898, 1.038], [-0.914, -3.946, 3.287], [-4.471, -4.273, 1.231], [-1.124, 5.318, -2.945], [-1.361, 4.163, -2.370], [1.558, 5.763, -0.309], [1.734, 4.599, 0.114], [-1.533, 2.082, -0.899], [-0.858, 1.228, 0.169], [0.433, 0.570, -0.343], [0.730, -0.058, -1.628], [2.064, -0.598, -1.545], [4.500, -3.259, -1.640], [3.862, -2.818, -2.871], [5.604, -2.423, -1.827], [5.084, -2.020, -3.087], [2.583, -0.268, -0.255], [1.600, 0.463, 0.428], [1.291, 3.216, 2.214], [-1.755, 0.805, 1.356], [-0.155, 0.630, 3.494], [-3.248, 4.343, 1.412], [-0.996, 0.286, 2.320], [-1.983, -2.280, -0.746], [-3.234, 0.686, 1.217], [-3.466, 0.029, -0.066], [-0.550, 2.645, -2.165], [-0.399, 5.443, -3.794], [0.387, 5.426, -7.212], [-1.735, 6.118, -2.530], [1.545, 6.794, -0.628], [1.413, 3.599, 1.171], [0.056, -0.122, -2.472], [2.563, -1.167, -2.307], [5.461, 1.805, -3.449], [6.482, -2.223, -1.271], [5.379, -1.378, -3.907], [0.826, -2.967, -0.120], [3.671, -3.491, -3.612], [4.114, -3.996, -0.918], [3.571, -0.547, 0.168], [1.693, 1.002, 1.419], [-0.580, 0.017, 4.312], [0.353, 1.585, 3.392], [0.491, 3.718, 2.371], [-3.432, 4.502, 2.493], [-2.446, 4.970, 0.946], [-2.527, 2.478, -0.814], [-2.831, -2.995, -0.665], [-1.753, -1.588, -1.615], [-0.553, -1.188, 0.414], [-3.717, 0.059, 1.973], [-3.610, 1.709, 1.154], [-4.402, -0.252, -0.086]]}

---

# 7
{"formula": "C6H13N2", "method": "wB97M-V/def2-TZVPD", "orbital_gap_ev": 5.8, "smiles": "[H]/N=C\\C/[NH+]=C(\\C)CC", "total_charge": 1, "elements": ["H", "N", "C", "C", "N", "C", "C", "C", "C", "H", "H", "H", "H", "H", "H", "H", "H", "H", "H", "H", "H"], "coordinates": [[-1.322, -1.254, 0.556], [-2.222, -0.877, -0.019], [-2.469, 0.236, -0.501], [-1.265, 1.325, 0.070], [-0.354, 0.483, 0.703], [0.816, 0.370, -0.111], [1.622, 1.626, -0.213], [1.104, -1.024, -0.633], [0.543, -2.168, 0.491], [-3.384, 0.565, -1.034], [-0.833, 1.929, -0.754], [-1.829, 1.903, 0.827], [-0.124, 0.731, 1.655], [2.661, 1.349, -0.027], [1.176, 2.421, 0.422], [1.626, 1.879, -1.355], [0.577, -1.078, -1.523], [2.178, -1.300, -0.864], [-0.551, -2.298, 0.630], [1.045, -1.727, 1.324], [1.004, -3.090, 0.356]]}

---

Record-wise max |F| values, in eV/A: 2.85, 1.02, 13.38, 0.73, 1.22, 7.57, 5.00